Entry 1:
ORCA calculation (the ωB97M-V functional and the def2-TZVPD basis) on a molecular structure, C34H50As3ClN4ORu.

multiplicity = 6
energy = -8881.91898 a.u.
total charge = +1
orbital gap (alpha / beta) = 5.77 / 6.47 eV
⟨S²⟩ = 8.81

Each line ends with the Löwdin charge.
Positions of all 94 atoms, in Å:
Ru  -0.1342  0.4184  -0.5806  0.8813
Cl  -3.3357  2.5783  -7.1133  0.6751
C  -2.1718  2.3408  -5.8455  -0.6735
C  -0.8188  2.3806  -6.1372  -0.0844
C  0.0891  2.1513  -5.1061  -0.0194
C  -0.3304  1.9007  -3.8123  -0.2152
O  0.5659  1.5534  -2.8071  -0.1460
C  -1.7001  1.9552  -3.4820  -0.1888
C  -2.2807  1.8937  -2.1905  -0.1202
N  -1.6566  1.9273  -0.9566  -0.0976
C  -2.3582  2.5073  0.0716  -0.2588
C  -3.5202  3.2420  -0.0755  -0.0129
C  -4.1651  3.8416  1.0292  -0.0649
C  -3.6614  3.7486  2.2913  -0.0471
C  -2.4605  3.0263  2.4860  -0.1549
C  -1.8408  2.9051  3.7442  0.0048
C  -0.6709  2.2117  3.8666  -0.0413
C  -0.1250  1.6141  2.7213  -0.2145
N  -0.6741  1.6785  1.5343  0.0170
C  -1.8217  2.3973  1.3885  -0.1693
C  -2.6016  2.1398  -4.5575  -0.0673
H  -0.4729  2.5656  -7.1495  0.1123
H  1.1410  2.1524  -5.3547  0.0785
H  -3.3631  1.9654  -2.1986  0.0985
H  -3.9314  3.3975  -1.0642  0.1003
H  -5.0703  4.4144  0.8588  0.1121
H  -4.1445  4.2317  3.1344  0.1154
H  -2.3027  3.3762  4.6061  0.1270
H  -0.1647  2.1137  4.8224  0.1137
H  0.7883  1.0459  2.8056  0.0577
H  -3.6686  2.1596  -4.3435  0.1173
C  3.9210  -0.2265  -0.1337  -0.3077
As  2.1618  0.1846  0.5880  1.0710
C  2.7141  1.8572  1.4326  -0.2821
C  2.3108  -1.1844  2.0182  -0.3183
C  1.2020  -2.0962  2.6194  -0.6422
C  1.9736  -3.3432  3.1076  -0.0827
C  0.1525  -2.6078  1.6075  -0.3477
As  -1.2515  -1.4468  0.8617  1.0866
C  -2.2849  -2.8774  0.0516  -0.2864
C  -2.4657  -1.0783  2.3326  -0.2793
C  0.5197  -1.4236  3.8300  -0.3808
As  -0.5619  -2.5881  5.0078  1.1140
C  0.7971  -2.9760  6.3598  -0.3333
C  -1.3751  -1.0914  5.9692  -0.3299
H  4.6202  -0.1547  0.6973  0.0436
H  4.1969  0.4956  -0.8961  0.0205
H  3.9575  -1.2262  -0.5553  0.0272
H  3.0929  1.6757  2.4322  0.0396
H  1.8989  2.5670  1.4710  0.0125
H  3.5109  2.2637  0.8213  0.0309
H  2.8239  -0.6835  2.8358  0.0796
H  3.0503  -1.8392  1.5684  0.0544
H  2.4634  -3.8507  2.2701  0.0895
H  1.3023  -4.0627  3.5810  0.0605
H  2.7462  -3.0641  3.8357  0.0976
H  -0.3829  -3.4380  2.0585  0.0644
H  0.6585  -3.0121  0.7268  0.0640
H  -2.6422  -3.5255  0.8446  0.0374
H  -1.6920  -3.4531  -0.6543  0.0139
H  -3.1337  -2.4466  -0.4744  0.0348
H  -2.4498  -1.9070  3.0313  -0.0029
H  -2.2237  -0.1450  2.8405  0.0051
H  -3.4567  -0.9927  1.8971  0.0406
H  -0.1719  -0.6578  3.5028  0.0081
H  1.2656  -0.9351  4.4671  0.0840
H  1.4667  -3.7675  6.0278  0.0116
H  0.2907  -3.3121  7.2645  0.0234
H  1.3769  -2.0788  6.5901  0.0295
H  -2.1565  -0.6238  5.3684  0.0090
H  -0.6188  -0.3440  6.2266  0.0250
H  -1.8248  -1.4701  6.8871  0.0245
N  0.1954  -2.6129  -2.3706  -0.0285
C  -0.2446  -3.2882  -3.4521  -0.0823
C  -1.1911  -2.4969  -4.0539  -0.0324
C  -1.2467  -1.3383  -3.2545  -0.1247
N  -0.4023  -1.4155  -2.2288  -0.0668
H  0.9099  -2.8908  -1.7335  0.1353
H  0.1418  -4.2683  -3.7074  0.1289
H  -1.7635  -2.7150  -4.9470  0.1098
H  -1.8685  -0.4611  -3.3772  0.0977
C  2.8872  -0.7981  -3.5850  -0.0726
C  2.3275  0.4690  -4.2352  -0.4020
C  3.3370  1.0131  -5.2465  -0.0627
C  1.9572  1.5635  -3.2207  -0.1509
H  2.7793  -1.6601  -4.2538  0.0868
H  2.3743  -1.0247  -2.6542  0.0321
H  3.9533  -0.6790  -3.3699  0.0813
H  1.4125  0.2013  -4.7604  0.1235
H  4.2354  1.3807  -4.7339  0.0931
H  2.9327  1.8372  -5.8436  0.0753
H  3.6508  0.2262  -5.9386  0.0911
H  2.1808  2.5480  -3.6299  0.1310
H  2.5209  1.4616  -2.3071  0.0922

=====

Entry 2:
ORCA calculation (the ωB97M-V functional and the def2-TZVPD basis) on 3 unconnected molecules or ions with the total composition CH7N2OPS.

SMILES string = NP=S.C=O.N
energy = -966.55768 a.u.
total charge = 0
orbital gap = 8.47 eV
energy above the lowest of the compared OMol25 structures with the same formula, charge and spin = 203.7 kJ/mol

Each line ends with the Löwdin charge.
Positions of all 13 atoms, in Å:
N  -1.4503  0.9725  -1.4380  -0.3304
P  -1.5109  -0.6436  -1.3460  0.2996
S  -3.2639  -1.2612  -2.0277  -0.0067
H  -0.4695  1.4314  -1.2219  0.0693
H  -2.1365  1.5836  -1.8193  0.0251
C  0.4285  1.5786  1.6466  -0.1620
O  0.2312  2.2086  0.6582  -0.0253
H  -0.1730  0.7526  2.0726  0.0756
H  1.2994  1.7895  2.4688  0.1170
N  1.9079  -2.1365  0.0774  0.0281
H  2.2213  -1.3511  0.4576  -0.0838
H  1.9533  -3.0058  0.6902  0.0554
H  0.9624  -1.9185  -0.2188  -0.0621

=====

Entry 3:
ORCA calculation (the ωB97M-V functional and the def2-TZVPD basis) on a gas-phase ion, C30H27N2O2 (charge +1).

SMILES string = C[C@H](C/C(=[NH+]/C(=O)OCc1ccccc1)c1ccccc1)n1c2ccccc2c2ccccc21
energy = -1419.18372 a.u.
total charge = +1
orbital gap = 5.46 eV
energy above the lowest of the compared OMol25 structures with the same formula, charge and spin = 0.0 kJ/mol

Each line ends with the Löwdin charge.
Positions of all 61 atoms, in Å:
C  -2.5997  -1.5044  2.9520  -0.0274
C  -1.5851  -0.8775  1.9801  -0.2796
C  -1.8415  0.6052  1.8393  -0.0622
C  -1.0891  1.2888  0.7645  -0.0879
N  0.2474  1.1046  0.8273  0.2113
C  1.2903  2.0713  0.6642  -0.4622
O  1.1737  3.2386  0.3622  0.1554
O  2.4552  1.4452  0.9665  0.0271
C  3.6311  2.3071  0.9251  -0.0897
C  4.7584  1.3266  0.9632  -0.2241
C  5.2337  0.7896  -0.2352  -0.0358
C  6.2396  -0.1801  -0.2156  -0.0706
C  6.7550  -0.6285  1.0047  -0.0743
C  6.2628  -0.1060  2.2045  -0.0695
C  5.2578  0.8664  2.1872  -0.0321
C  -1.6293  2.0508  -0.2958  -0.1392
C  -2.9079  2.6695  -0.2496  0.0272
C  -3.4256  3.2877  -1.3827  -0.0356
C  -2.6853  3.3203  -2.5757  -0.0097
C  -1.4019  2.7564  -2.6164  -0.0262
C  -0.8780  2.1434  -1.4918  0.0185
N  -1.6260  -1.5246  0.6485  0.0310
C  -0.5406  -1.9038  -0.1509  -0.1573
C  0.8192  -1.9710  0.1231  -0.0378
C  1.6878  -2.3270  -0.9162  -0.0711
C  1.2035  -2.6427  -2.2027  -0.0756
C  -0.1694  -2.6085  -2.4667  -0.0085
C  -1.0306  -2.2438  -1.4414  -0.1173
C  -2.4568  -2.1132  -1.3989  -0.1143
C  -3.4306  -2.3514  -2.3669  -0.0045
C  -4.7746  -2.1801  -2.0119  -0.0767
C  -5.1095  -1.7797  -0.7091  -0.0719
C  -4.1317  -1.5184  0.2608  -0.0175
C  -2.7961  -1.6807  -0.0924  -0.1560
H  -2.1361  -1.5475  3.9457  0.0911
H  -3.5204  -0.9105  3.0717  0.0824
H  -2.8621  -2.5307  2.6794  0.1030
H  -0.5746  -1.0497  2.3812  0.1416
H  -2.9135  0.7816  1.7136  0.1201
H  -1.5280  1.1361  2.7546  0.1660
H  0.6207  0.3031  1.3247  0.1327
H  3.5941  2.8797  -0.0083  0.1360
H  3.6072  2.9605  1.8069  0.1434
H  4.8093  1.1601  -1.1712  0.1189
H  6.6151  -0.5724  -1.1612  0.1084
H  7.5379  -1.3875  1.0195  0.1094
H  6.6563  -0.4462  3.1639  0.1093
H  4.8498  1.2903  3.1076  0.1179
H  -3.4672  2.6643  0.6893  0.1271
H  -4.4223  3.7434  -1.3488  0.1235
H  -3.0961  3.8076  -3.4643  0.1256
H  -0.8024  2.7832  -3.5267  0.1234
H  0.1069  1.6871  -1.5390  0.1294
H  1.1772  -1.7814  1.1357  0.1067
H  2.7591  -2.3770  -0.7281  0.1057
H  1.9091  -2.9230  -2.9878  0.1064
H  -0.5887  -2.8595  -3.4455  0.1199
H  -3.1233  -2.6702  -3.3598  0.1150
H  -5.5658  -2.3629  -2.7434  0.1077
H  -6.1593  -1.6776  -0.4362  0.1072
H  -4.3892  -1.2313  1.2732  0.0864

=====

Entry 4:
ORCA calculation (the ωB97M-V functional and the def2-TZVPD basis) on a molecular structure, C44H35Cl2F6IrN8O7S7.

multiplicity = 2
energy = -7073.69155 a.u.
total charge = -1
orbital gap (alpha / beta) = 5.20 / 3.87 eV
energy above the lowest of the compared OMol25 structures with the same formula, charge and spin = 258.9 kJ/mol
⟨S²⟩ = 1.15

Each line ends with the Löwdin charge.
Positions of all 110 atoms, in Å:
Ir  0.3913  0.4472  0.2111  1.1856
S  0.3588  0.6119  2.6904  0.6966
C  2.1434  0.4811  2.6835  -0.8002
N  2.7965  -0.0618  3.6910  0.0855
N  2.0790  -0.5294  4.6880  0.0009
C  2.5632  -1.3575  5.6556  -0.2365
C  1.7005  -1.7705  6.6802  -0.0229
C  2.1611  -2.6229  7.6599  -0.0924
C  3.4700  -3.0825  7.6343  -0.0988
C  4.3222  -2.6792  6.6157  -0.0845
C  3.8859  -1.8170  5.6332  -0.0164
N  2.8061  0.9450  1.6572  0.0463
N  2.2001  1.2270  0.5257  -0.1303
C  2.7998  2.1922  -0.2394  -0.2773
C  3.8236  3.0034  0.2833  -0.0164
C  4.3827  3.9980  -0.4867  -0.0769
C  3.9350  4.2284  -1.7806  -0.0751
C  2.9353  3.4237  -2.3102  -0.0669
C  2.3773  2.4125  -1.5578  -0.0320
H  1.0626  -0.3842  4.6336  0.0752
H  0.6821  -1.4074  6.6922  0.1124
H  1.4985  -2.9455  8.4481  0.1024
H  3.8196  -3.7594  8.3986  0.0971
H  5.3319  -3.0573  6.5852  0.1027
H  4.5240  -1.4876  4.8291  0.0738
H  4.1647  2.8289  1.2924  0.1131
H  5.1591  4.6237  -0.0671  0.1050
H  4.3651  5.0272  -2.3679  0.1025
H  2.5825  3.5922  -3.3177  0.1079
H  1.6240  1.7658  -1.9786  0.0813
Cl  6.3422  -0.4292  2.6244  0.6961
C  5.5099  -0.4508  1.1226  -0.6642
C  5.9411  0.3423  0.0720  -0.0920
C  5.2175  0.3031  -1.1086  -0.0547
C  4.1224  -0.5442  -1.1818  -0.1431
N  3.7311  -1.3138  -0.1820  0.0721
C  4.3953  -1.2620  0.9565  -0.2449
H  6.8057  0.9812  0.1816  0.1100
H  5.4855  0.9296  -1.9461  0.1123
H  3.5228  -0.6050  -2.0786  0.1041
H  4.0322  -1.8763  1.7663  0.0485
C  -2.0424  -2.1425  -4.0529  -0.0156
C  -1.9557  -0.6534  -4.2202  -0.1921
C  -3.1401  0.0732  -4.1631  -0.0889
C  -3.1752  1.4567  -4.2537  -0.6550
Cl  -4.6974  2.2812  -4.0530  0.7410
C  -1.9935  2.1540  -4.4694  -0.1180
C  -0.8124  1.4485  -4.5637  -0.0115
C  -0.7629  0.0576  -4.4225  -0.2334
O  0.4999  -0.4525  -4.5728  -0.0366
C  0.9538  -1.5626  -3.8453  -0.0946
C  0.7196  -1.4849  -2.3057  -0.6369
O  0.5711  -2.5481  -1.7252  -0.0329
O  0.7207  -0.3212  -1.8216  -0.1496
H  -3.0846  -2.4342  -3.9559  0.0856
H  -1.5247  -2.4649  -3.1507  0.0703
H  -1.6154  -2.6629  -4.9092  0.0896
H  -4.0704  -0.4598  -4.0389  0.1199
H  -2.0019  3.2296  -4.5456  0.1056
H  0.1196  1.9645  -4.7414  0.1171
H  2.0377  -1.5756  -4.0116  0.1303
H  0.5332  -2.5117  -4.1934  0.1168
C  -1.2537  3.4197  -1.4301  0.0308
C  -1.0673  3.5090  0.1002  -0.4534
O  -0.3696  2.5200  0.6808  -0.2571
C  -2.4624  3.6212  0.7814  -0.5581
F  -3.1848  4.6783  0.3761  0.1588
F  -3.2117  2.5389  0.5193  0.1536
F  -2.3872  3.7063  2.1118  0.1583
C  -0.3104  4.8358  0.4118  -0.5652
F  -0.1423  5.0577  1.7151  0.1633
F  0.9144  4.8290  -0.1298  0.1521
F  -0.9218  5.9339  -0.0801  0.1365
H  -0.5260  2.7030  -1.8033  0.0649
H  -1.0707  4.3823  -1.9011  0.0975
H  -2.2560  3.0853  -1.6849  0.0846
C  4.1440  -4.6464  -0.3633  -0.3543
S  3.2073  -4.4447  1.1842  0.8458
C  1.5772  -4.4781  0.5644  -0.9566
C  0.6959  -3.4612  0.7776  -1.0423
S  1.1086  -1.9905  1.5115  0.7684
S  -0.9451  -3.7636  0.2390  0.9481
C  -0.6607  -5.3282  -0.4492  -1.4570
S  -1.8421  -6.2048  -1.1662  0.5848
S  0.9841  -5.8851  -0.2811  0.9511
H  5.1918  -4.5245  -0.1069  0.0385
H  3.8272  -3.8649  -1.0468  0.0317
H  3.9517  -5.6359  -0.7650  0.0230
O  -9.3768  2.0660  -1.6266  -0.3596
S  -8.3749  1.1567  -2.1272  0.3960
O  -7.2707  1.7683  -2.8270  -0.4270
O  -8.8536  -0.1000  -2.6782  -0.3645
C  -7.6081  0.4388  -0.5956  -0.3742
N  -8.3861  0.2345  0.4343  0.1338
C  -7.8079  -0.3704  1.4693  -0.1084
C  -6.4746  -0.7429  1.4556  0.0060
C  -5.7289  -0.4154  0.3142  -0.2023
N  -6.3529  0.1567  -0.7269  0.1689
C  -4.2834  -0.5237  0.2040  -0.1111
C  -3.4601  -1.0672  1.1936  0.0192
C  -2.0976  -0.9089  1.0913  -0.2092
N  -1.5071  -0.2511  0.0867  -0.1264
C  -2.2812  0.1700  -0.9178  -0.0924
C  -3.6511  0.0511  -0.9034  0.0350
H  -8.4358  -0.5285  2.3368  0.1054
H  -6.0287  -1.2383  2.3030  0.0938
H  -3.8557  -1.5889  2.0492  0.1137
H  -1.4466  -1.3034  1.8599  0.0380
H  -1.7820  0.6481  -1.7469  0.1004
H  -4.2525  0.4431  -1.7059  0.0999

=====

Entry 5:
ORCA calculation (the ωB97M-V functional and the def2-TZVPD basis) on a molecular structure, C22H30IrNO3PS11.

multiplicity = 6
energy = -5962.50143 a.u.
total charge = 0
orbital gap (alpha / beta) = 4.95 / 5.27 eV
energy above the lowest of the compared OMol25 structures with the same formula, charge and spin = 124.2 kJ/mol
⟨S²⟩ = 8.79

Each line ends with the Löwdin charge.
Positions of all 69 atoms, in Å:
Ir  -0.3496  -1.0071  0.2929  0.5117
O  -2.3874  -3.2280  6.6378  -0.0376
C  -2.0059  -2.8059  5.5895  -1.0123
S  -2.2344  -3.6773  4.0502  0.9718
C  -1.3980  -2.5401  3.0265  -1.1251
C  -0.8698  -1.4331  3.6381  -1.1297
S  0.0711  -0.2304  2.8825  0.6107
S  -1.1348  -1.2869  5.3704  0.9733
S  -1.2993  -2.9833  1.3458  0.4879
C  3.9877  -4.3526  1.2490  0.0011
N  2.5677  -3.9429  1.2242  -0.1733
C  2.0402  -3.9676  -0.1593  -0.0268
C  2.3327  -2.6129  1.9200  -0.1101
C  2.7524  -1.4476  1.0751  -0.2903
C  4.0926  -1.0597  1.1016  -0.0611
C  4.5519  -0.0282  0.3050  -0.0738
C  3.6607  0.6169  -0.5329  -0.0686
C  2.3251  0.2494  -0.5431  -0.1591
C  1.8196  -0.7720  0.2672  -0.2719
H  4.0807  -5.3421  0.8024  0.1063
H  4.3405  -4.3696  2.2787  0.1079
H  4.5566  -3.6274  0.6699  0.1004
H  2.0259  -4.6241  1.7611  0.1835
H  2.5856  -3.2339  -0.7480  0.1010
H  0.9842  -3.7030  -0.1346  0.0013
H  2.1801  -4.9694  -0.5580  0.1101
H  2.8880  -2.6760  2.8579  0.1379
H  1.2615  -2.5892  2.1316  0.0460
H  4.7817  -1.5596  1.7688  0.1088
H  5.5901  0.2672  0.3386  0.1050
H  3.9990  1.4167  -1.1737  0.1120
H  1.6598  0.7815  -1.2096  0.0651
C  -3.0677  -1.1583  -3.3927  -0.4030
S  -2.1849  0.3891  -3.6802  0.8177
C  -0.5116  -0.1199  -3.7763  -0.9696
C  0.1598  -1.0737  -3.1036  -1.0542
S  -0.4007  -2.1713  -1.8770  0.5238
S  1.8530  -1.2466  -3.5410  0.8600
C  1.9591  0.0675  -4.6580  -1.5534
S  3.3497  0.5465  -5.3850  0.5577
S  0.4192  0.8122  -4.9341  0.8708
H  -4.1114  -0.9194  -3.5835  0.0362
H  -2.9480  -1.5019  -2.3662  -0.0178
H  -2.7380  -1.9218  -4.0907  0.0466
C  -0.0214  2.8662  -1.4850  -0.0626
C  -0.1845  3.4896  -0.1160  -0.4274
C  0.7968  2.9724  0.9141  -0.0716
O  -1.5415  3.3591  0.3406  -0.2991
P  -2.2684  2.1439  1.0705  -0.0568
S  -1.7598  1.9298  2.9535  0.3351
S  -2.1872  0.4540  -0.0884  0.2939
O  -3.7775  2.5981  1.0114  -0.3055
C  -4.4915  3.3392  -0.0040  -0.4259
C  -4.2592  4.8261  0.2009  -0.0413
C  -4.1812  2.8656  -1.4097  -0.0741
H  0.9557  3.1316  -1.8813  0.0937
H  -0.7814  3.2322  -2.1722  0.0817
H  -0.1038  1.7810  -1.4424  0.0183
H  -0.0803  4.5774  -0.2082  0.1483
H  0.7293  1.8887  1.0150  0.0214
H  0.6117  3.4160  1.8901  0.0714
H  1.8070  3.2236  0.5944  0.0898
H  -5.5341  3.0949  0.2288  0.1451
H  -3.2345  5.0911  -0.0461  0.0732
H  -4.4515  5.1007  1.2362  0.0876
H  -4.9327  5.3929  -0.4409  0.0849
H  -3.1692  3.1337  -1.7080  0.0628
H  -4.8804  3.3400  -2.0962  0.0895
H  -4.2949  1.7881  -1.4947  0.0504

=====

Entry 6:
ORCA calculation (the ωB97M-V functional and the def2-TZVPD basis) on C4H5NO2S in the gas phase.

SMILES string = O=[N+]([O-])C1=CCCS1
energy = -758.69904 a.u.
total charge = 0
orbital gap = 8.21 eV
energy above the lowest of the compared OMol25 structures with the same formula, charge and spin = 475.4 kJ/mol

Each line ends with the Löwdin charge.
Positions of all 13 atoms, in Å:
O  2.4879  2.1466  2.5488  0.1050
N  2.4468  2.2663  1.3670  -0.4392
O  3.1012  3.0292  0.6828  0.0500
C  1.4988  1.4252  0.7013  -0.4522
C  0.3660  0.8274  1.1749  -0.0610
C  -0.2572  -0.1041  0.1955  -0.2616
C  0.5197  -0.1899  -1.1221  -0.3538
S  1.7187  1.3129  -1.0829  0.9232
H  0.0195  0.8582  2.2053  0.1245
H  -0.4512  -1.0098  0.7996  0.1194
H  -1.3378  0.1825  -0.0943  0.1374
H  1.1613  -1.0041  -1.0243  0.0450
H  -0.1910  -0.1829  -1.9069  0.0633